1.
The following is a quantum chemistry calculation of a molecular structure, C6H13NS in a non-equilibrium geometry, from the Open Molecules 2025 dataset.

Structure (XYZ):
```
21
Properties=species:S:1:pos:R:3:forces:R:3
C 1.216111 1.996511 -0.145692 0.8010 1.1866 -0.1364
C 1.275889 0.475457 -0.351235 -0.5196 -2.7569 -2.5139
C 0.001996 -0.289087 0.069136 1.8511 -0.1977 -1.1288
C 0.014769 -1.734768 -0.399246 2.5492 1.3571 1.0451
C -0.526856 -0.106466 1.336323 -2.4198 2.6416 4.5389
C -2.459310 -0.100054 -0.152631 -1.3476 -1.4007 -3.3420
H 0.769458 2.313713 -1.298963 1.0989 0.0240 3.8873
H 2.467428 2.479982 0.054943 -4.3331 -1.4221 -0.6882
H 0.405383 2.238285 0.932119 2.7327 -0.3475 -3.8782
H 1.101592 -0.004941 -1.461233 1.6945 2.3526 1.7285
H 3.875055 -0.473745 -0.589119 -2.3236 0.2000 1.3691
H -0.660903 -2.217123 0.264251 -0.9789 -1.1945 -0.7406
H 1.058095 -2.095872 -0.101546 -1.6118 0.1941 -0.5064
H 0.016285 -1.692114 -1.469736 -0.8965 -0.9747 -0.6863
H -0.134705 0.807854 2.060199 -0.9423 -3.1641 -1.2284
H -1.207514 -0.958919 1.582704 1.2643 0.7358 1.5720
H -2.640603 -1.275161 -0.087408 0.7818 2.3197 -0.4062
H -2.807083 0.384629 -1.151765 1.1322 -1.6565 0.6810
H -3.260915 0.330337 0.321862 -1.7411 0.8670 2.4378
N -1.248355 0.509857 0.224818 2.0748 -0.2000 -0.7088
S 2.744182 -0.588380 0.362220 1.1338 1.4362 -1.2955
```
Positions in Å, forces in eV/Å.

The net charge is 0. Its strongest force on any atom is 5.782 eV/A. Its HOMO-LUMO gap is 9.6816 eV. The HOMO energy comes out at -9.024 eV. Its energy is -18751.6490 eV. The energy above the lowest of the compared OMol25 structures with the same formula, charge and spin comes out at 152.8 kcal per mole.

2.
The following is a quantum chemistry calculation of a molecular structure, C29H22N6O4RhSe in a non-equilibrium geometry, from the Open Molecules 2025 dataset.

Structure (XYZ):
```
63
Properties=species:S:1:pos:R:3:forces:R:3
Rh -0.727279 0.127140 -1.868316 -1.1045 0.0233 0.4427
C 1.051287 4.962300 2.439419 0.0104 0.0130 -0.0027
C 0.624685 3.619576 1.909332 -0.0011 -0.0228 0.0190
C 1.346874 2.466681 2.212371 0.0003 0.0409 -0.0041
C 0.987682 1.252760 1.665269 -0.0696 -0.0326 0.0099
C -0.113452 1.119955 0.815357 -0.4322 0.2313 0.0156
N -0.440203 -0.089842 0.202001 0.9045 0.1141 -0.0114
C -0.804538 -1.129924 0.990619 -0.0772 0.0940 0.0367
C -1.050894 -0.976183 2.383187 0.0501 0.0089 -0.0799
C -1.397494 -2.024049 3.204756 -0.0176 0.0085 0.0379
C -1.576304 -3.315903 2.716946 0.0100 -0.0151 -0.0133
C -2.003183 -4.452956 3.605502 -0.0107 -0.0112 0.0081
C -1.407112 -3.483105 1.354682 -0.0258 0.0316 0.0125
C -1.024246 -2.444005 0.514154 -0.0366 0.0579 0.0301
N -0.885115 -2.754669 -0.867470 0.0145 0.1084 -0.1945
C -0.619705 -3.962295 -1.400243 0.0206 -0.0128 0.0225
C -0.789872 -3.874008 -2.763050 -0.0034 -0.0551 -0.0027
C -1.152186 -2.547432 -2.989430 -0.2291 0.1649 0.0202
N -1.221853 -1.879561 -1.840757 0.4215 -0.3477 0.1273
C -0.875505 2.270658 0.561929 0.0431 -0.0026 -0.0774
C -0.477930 3.502416 1.080169 0.0175 -0.0314 -0.0438
N -2.075289 2.223127 -0.212530 -0.0486 -0.1463 0.2153
C -3.029512 3.181333 -0.269437 0.0054 0.0036 0.0204
C -3.988246 2.777800 -1.159090 0.0195 0.0019 0.0049
C -3.536091 1.535879 -1.621191 -0.1135 -0.1742 0.0988
N -2.409374 1.195542 -1.028167 -0.0038 -0.0069 -0.2188
H 1.374232 4.890102 3.479081 -0.0017 -0.0014 0.0004
H 0.236706 5.685033 2.387111 0.0003 0.0004 -0.0005
H 1.888107 5.365997 1.864601 -0.0010 -0.0055 -0.0053
H 2.216870 2.528982 2.856993 -0.0030 0.0010 0.0140
H 1.569629 0.362420 1.869131 -0.0214 -0.0005 0.0139
H -0.957211 0.010288 2.812506 0.0244 0.0145 0.0079
H -1.557064 -1.825593 4.259901 0.0105 -0.0008 0.0041
H -1.637345 -4.311270 4.623538 0.0041 -0.0023 0.0009
H -1.615174 -5.406746 3.244191 -0.0005 -0.0028 -0.0015
H -3.091782 -4.542915 3.660520 -0.0042 0.0087 -0.0033
H -1.602855 -4.455219 0.918288 -0.0073 -0.0050 -0.0033
H -0.330064 -4.788093 -0.775937 0.0044 -0.0050 -0.0018
H -0.646286 -4.651567 -3.491470 0.0069 -0.0011 -0.0047
H -1.345004 -2.006547 -3.902127 0.0532 0.0086 -0.0232
H -1.026336 4.396924 0.818890 0.0105 0.0096 -0.0119
H -2.968416 4.069600 0.330899 -0.0183 -0.0107 0.0230
H -4.866963 3.316858 -1.462518 -0.0075 -0.0002 0.0025
H -3.946155 0.886565 -2.374534 0.0265 0.0146 -0.0407
O -2.233460 2.854091 -4.286615 -0.0820 -0.0468 -0.0165
Se -0.991594 1.822241 -4.116503 0.0104 -0.0992 0.4277
O 1.201820 -0.797761 -4.892653 0.1152 -0.0240 0.1291
O -1.681157 0.270264 -3.635859 0.6529 0.4014 -0.6457
O -0.395434 2.051056 -2.488835 0.3333 0.1713 0.1627
N 6.706375 0.033570 1.588972 0.0039 -0.0009 0.0027
C 5.779907 -0.036794 0.909380 0.0048 -0.0013 0.0086
C 4.625058 -0.124686 0.061854 0.0186 0.0027 -0.0022
C 3.740660 0.950931 -0.031356 0.0068 -0.0222 -0.0481
C 2.630665 0.864104 -0.847657 0.0536 0.0171 -0.0578
C 2.372124 -0.292628 -1.591721 0.0776 0.1713 -0.0132
C 3.270126 -1.362624 -1.487307 -0.0345 -0.0203 0.0164
C 4.385147 -1.284657 -0.675436 -0.0053 0.0286 0.0043
C 1.209157 -0.344670 -2.470156 -0.4779 -0.3254 0.0469
C 1.259952 -0.598165 -3.734841 -0.1104 -0.2865 -0.4493
H 3.928666 1.852180 0.538125 0.0078 -0.0067 0.0010
H 1.949412 1.701010 -0.942121 0.0043 -0.0207 -0.0170
H 3.069471 -2.266453 -2.048997 0.0013 -0.0019 -0.0025
H 5.073095 -2.117042 -0.603380 0.0001 -0.0022 0.0090
```
Positions in Å, forces in eV/Å.

The net charge is -1. Its strongest force on any atom is 1.190 eV/A. Its HOMO-LUMO gap is 6.9892 eV. The HOMO energy comes out at -4.410 eV. Its energy is -115915.0738 eV. The energy above the lowest of the compared OMol25 structures with the same formula, charge and spin comes out at 0.0 kcal per mole.

3.
The following is a quantum chemistry calculation of a molecular structure, C48H44Cl5GeNO6P3RuS, from the Open Molecules 2025 dataset.

Structure (XYZ):
```
110
Properties=species:S:1:pos:R:3:forces:R:3
Ru 0.112233 0.345847 0.570157 0.2503 -0.3519 -0.1198
O 1.220871 -4.514674 -2.086159 -0.1291 -0.0327 -0.0104
S 0.606123 -3.114254 0.799800 0.1032 -0.0430 0.1587
O -0.120089 -4.171907 1.548852 0.0529 0.1735 -0.0317
O 0.468232 -1.739887 1.435187 0.0867 -0.1169 0.1219
O -0.637902 -1.076786 -1.278728 0.1589 0.0330 0.1484
C -5.888492 1.146186 -3.497886 0.0156 -0.0015 0.0192
C -4.564120 1.182953 -4.288825 -0.0163 -0.0130 0.0692
C -4.855170 1.573179 -5.739384 -0.0065 -0.0004 -0.0138
C -3.940133 -0.200320 -4.204057 -0.0347 0.0080 -0.0860
C -4.281621 -1.241661 -5.064154 0.0032 -0.0080 -0.0084
C -3.826456 -2.533857 -4.860168 0.0046 0.0157 0.0517
C -3.044596 -2.816383 -3.747901 -0.0648 0.0479 0.0239
C -2.678366 -1.803635 -2.872138 0.0816 -0.0648 -0.1249
P -1.720495 -2.091952 -1.356964 -0.2352 0.0797 0.0287
C -1.088547 -3.757033 -1.515599 -0.1081 0.2171 -0.6787
C -1.704950 -4.839766 -1.018764 -0.0051 -0.4178 0.3745
C -1.303206 -6.182292 -1.398802 -0.1698 0.1045 0.2144
C -0.369018 -6.411124 -2.328746 0.1715 0.0488 -0.0908
C 0.360659 -5.289994 -2.938694 0.0328 0.0084 -0.0620
C -0.002475 -3.914377 -2.511469 0.1371 0.0326 0.1045
C -2.992013 -2.143181 -0.073685 -0.0328 -0.1942 0.0425
C -2.625748 -2.197179 1.271355 -0.0060 0.0815 0.0386
C -3.597511 -2.350652 2.250555 -0.0235 0.0211 -0.0330
C -4.934485 -2.458957 1.900702 0.0198 0.0095 0.0080
C -5.306892 -2.412633 0.563919 0.0082 0.0014 -0.0127
C -4.340958 -2.260807 -0.418776 -0.0026 0.0634 0.0077
C -3.095318 -0.498184 -3.144324 0.0973 0.1193 0.0561
O -2.657578 0.462790 -2.279600 -0.0700 0.0078 0.0254
C -2.742994 1.784972 -2.632074 0.0511 -0.1417 0.0323
C -1.894762 2.676711 -1.964760 -0.0072 -0.0481 0.0616
C -2.030827 4.026064 -2.281720 -0.0065 -0.0381 0.0010
C -2.931331 4.464486 -3.237095 -0.0005 -0.0128 0.0112
C -3.718542 3.548525 -3.907891 0.0156 0.0177 -0.0113
C -3.640907 2.192100 -3.617596 -0.0111 0.0407 -0.0503
P -0.465595 2.209552 -0.833917 0.2926 0.2039 -0.1011
C 0.863043 2.340773 -2.107389 -0.0965 0.0450 0.0146
C 0.620634 2.066090 -3.449937 -0.0140 0.0203 -0.0477
C 1.634211 2.176719 -4.394666 0.0023 0.0011 0.0324
C 2.904069 2.580002 -4.010772 -0.0054 -0.0052 0.0034
C 3.165047 2.820434 -2.667241 -0.0269 -0.0031 -0.0065
C 2.160921 2.675390 -1.721614 0.0340 -0.0154 0.0156
C -0.349099 3.788096 0.102564 -0.0011 -0.0342 0.0226
C -1.213199 3.917396 1.188211 -0.0373 -0.0238 -0.0112
C -1.215637 5.066531 1.960958 -0.0028 0.0285 -0.0034
C -0.333824 6.097699 1.677948 -0.0018 -0.0168 -0.0027
C 0.528881 5.982491 0.598690 0.0022 -0.0208 -0.0149
C 0.513182 4.842234 -0.191355 -0.0244 0.0207 -0.0242
H -6.571701 0.413052 -3.933143 0.0026 0.0013 -0.0013
H -6.364190 2.129209 -3.514042 -0.0005 -0.0038 -0.0022
H -5.706801 0.873059 -2.456394 0.0009 -0.0013 -0.0019
H -5.531757 0.856939 -6.204064 -0.0033 0.0056 0.0005
H -3.937468 1.619300 -6.327746 -0.0045 -0.0013 0.0025
H -5.349927 2.541612 -5.791881 -0.0062 -0.0053 -0.0010
H -4.933052 -1.047049 -5.905539 0.0094 -0.0006 -0.0008
H -4.106749 -3.321814 -5.546707 0.0024 -0.0056 0.0027
H -2.731788 -3.832511 -3.541712 0.0126 -0.0134 -0.0141
H -2.516468 -4.717923 -0.311779 0.0077 -0.0608 -0.0085
H -1.816870 -7.018265 -0.940024 -0.0172 0.0297 0.0227
H -0.128256 -7.420228 -2.638992 -0.0465 0.0070 -0.0661
H 0.766558 -5.434336 -3.935224 0.0398 -0.0283 0.0135
H 0.138004 -3.092252 -3.207539 0.0507 0.0337 0.0212
H -1.589828 -2.104699 1.567526 -0.0977 0.0363 0.0049
H -3.299065 -2.373896 3.290631 0.0126 -0.0068 0.0047
H -5.687767 -2.577381 2.670033 -0.0021 0.0166 0.0019
H -6.349682 -2.498355 0.284304 0.0001 0.0168 -0.0052
H -4.644815 -2.228247 -1.457156 -0.0112 -0.0124 -0.0020
H -1.411057 4.752760 -1.778456 0.0130 0.0128 -0.0064
H -3.010334 5.520178 -3.461737 0.0043 0.0031 0.0066
H -4.412285 3.900467 -4.659084 0.0006 0.0009 0.0099
H -0.369456 1.775312 -3.777444 0.0000 0.0045 0.0022
H 1.421505 1.961951 -5.434771 -0.0048 0.0005 0.0008
H 3.687373 2.694217 -4.750498 0.0026 -0.0009 0.0048
H 4.156640 3.117158 -2.345261 0.0030 0.0009 -0.0102
H 2.393357 2.839112 -0.675790 -0.0287 0.0126 -0.0058
H -1.881742 3.107009 1.443016 0.0308 -0.0090 0.0187
H -1.884870 5.135006 2.808848 0.0117 -0.0114 0.0068
H -0.303174 6.977860 2.307882 -0.0191 0.0098 -0.0134
H 1.226383 6.778623 0.370198 0.0015 -0.0015 0.0009
H 1.174819 4.789494 -1.043870 0.0302 -0.0176 0.0066
Cl 2.993389 0.350685 3.676158 0.0347 -0.0653 -0.0622
Ge 1.653126 1.548280 2.317864 -0.0097 0.1601 -0.1103
Cl 3.283712 3.059410 1.655553 -0.0201 0.0052 0.0120
Cl 0.756741 2.932612 3.822058 -0.0276 -0.0492 0.0649
C 3.663513 -2.287590 -0.170720 -0.0149 -0.0422 0.0908
P 3.283739 -0.659639 -0.812200 0.0063 -0.0335 -0.0456
C 4.538271 0.395778 -0.093698 0.0229 0.0619 0.0645
C 3.636199 -0.780692 -2.569644 -0.0268 0.0423 -0.0922
O 1.885448 -0.170973 -0.610234 -0.2252 0.2267 0.1665
H 4.694871 -2.521124 -0.444311 -0.0011 -0.0209 0.0260
H 2.990900 -3.037654 -0.585127 0.0160 0.0064 -0.0226
H 3.568450 -2.282791 0.915705 -0.0510 -0.0174 -0.0044
H 5.528019 0.086092 -0.434185 0.0019 -0.0082 0.0050
H 4.485862 0.322174 0.995170 0.0007 0.0138 -0.0195
H 4.353718 1.434775 -0.359723 0.0425 -0.0278 -0.0175
H 4.587886 -1.286006 -2.737914 -0.0004 0.0121 -0.0170
H 3.661611 0.216882 -3.006871 -0.0261 -0.0219 -0.0059
H 2.830065 -1.348157 -3.036361 0.0118 -0.0291 0.0099
Cl -0.677558 -0.222717 4.492405 -0.0265 -0.0393 -0.0185
C -2.177559 0.415051 3.920514 -0.0495 -0.0653 0.1953
C -3.234875 0.532501 4.796528 0.0119 -0.0154 -0.0084
C -4.472882 0.981103 4.347871 -0.0040 -0.0205 -0.0282
C -4.635325 1.287815 3.005174 0.0095 0.0071 0.0261
C -3.573151 1.161004 2.131286 -0.1689 0.0110 -0.0288
Cl -3.863149 1.480966 0.447520 0.0654 0.0009 0.0003
C -2.281225 0.743375 2.538416 0.3506 -0.0681 -0.0262
N -1.226827 0.618475 1.742550 -0.4210 0.0994 -0.2736
H -3.086454 0.259411 5.832810 0.0151 0.0101 -0.0018
H -5.304284 1.070512 5.034143 0.0064 0.0224 0.0001
H -5.591382 1.618897 2.621756 0.0006 -0.0146 -0.0141
```
Positions in Å, forces in eV/Å.

The expectation value of S² is 6.055. The net charge is -1. Its strongest force on any atom is 0.721 eV/A. Its HOMO-LUMO gap (spin up / spin down) is 5.4725 / 7.2759 eV. The HOMO energy (spin up / spin down) comes out at -3.417 / -5.222 eV. Its spin multiplicity is 5. Its energy is -224684.1805 eV. The energy above the lowest of the compared OMol25 structures with the same formula, charge and spin comes out at 17.7 kcal per mole.